--- one ---
This record from OMol25 describes a cluster of 3 separate species, C3H10NO4 in total. The level of theory is ωB97M-V with the def2-TZVPD basis set.

ORCA input file:
```
! wB97M-V def2-TZVPD RIJCOSX def2/J DEFGRID3
* xyz -1 1
H 0.152 -1.142 2.088
C 0.319 0.931 0.979
C 0.856 -0.601 1.459
H -3.102 0.909 -0.503
N 0.549 -1.729 -0.768
H 1.587 -0.136 2.134
O -0.469 0.972 0.019
O -2.990 0.012 -0.175
H -0.505 1.125 -1.807
H -2.091 0.116 0.212
H -0.175 -2.133 -0.176
H 2.159 -2.024 0.460
O 0.779 1.841 1.682
H 1.964 -0.258 -0.304
C 1.569 -1.150 0.204
O -0.081 1.780 -2.415
H -0.042 -1.010 -1.180
H -0.479 2.495 -1.909
*
```

Values from the calculation:
Highest occupied orbital energy in eV: -4.69
Gap between HOMO and LUMO in eV: 8.62

Atomic partial charges in e from the natural (NBO) method, atoms 1 to 6: 0.197, 0.817, -0.592, 0.457, -0.849, 0.220

***

--- two ---
This record from OMol25 describes a structure of composition C3H10NO4. The level of theory is ωB97M-V with the def2-TZVPD basis set.

ORCA input file:
```
! wB97M-V def2-TZVPD RIJCOSX def2/J DEFGRID3
* xyz -1 1
H -0.057 -0.156 -1.851
O -0.417 2.265 0.436
C 1.356 -0.175 -0.239
H -0.322 -3.398 0.715
H 2.036 0.323 -0.932
H 1.436 -1.252 -0.316
C -0.055 0.194 -0.824
C -0.199 1.767 -0.819
H -1.069 -0.217 0.901
H -0.904 -1.572 -0.253
O -0.127 -2.927 -0.098
O 0.789 2.255 -1.491
H -1.144 1.936 -1.439
H 1.444 0.212 0.770
N -1.044 -0.513 -0.131
H -0.563 1.480 1.032
O -0.801 0.167 1.947
H -0.359 -0.389 2.592
*
```

Values from the calculation:
Highest occupied orbital energy in eV: -4.44
Gap between HOMO and LUMO in eV: 5.15

Atomic partial charges in e from the natural (NBO) method, atoms 1 to 6: 0.212, -0.736, -0.548, 0.423, 0.224, 0.258

***

--- three ---
This record from OMol25 describes a cluster of 3 separate species, C3H10NO4 in total. The level of theory is ωB97M-V with the def2-TZVPD basis set.

ORCA input file:
```
! wB97M-V def2-TZVPD RIJCOSX def2/J DEFGRID3
* xyz -1 1
C -0.150 1.152 2.288
O 0.158 -2.699 -0.881
O 2.819 0.199 -1.922
H -0.658 -2.738 -0.379
C -0.677 0.861 -0.836
H 1.967 0.203 -1.416
H 2.492 -0.107 -2.773
O 0.241 -0.057 -1.254
H -0.134 1.754 -0.467
O -0.052 1.150 3.496
N -1.456 0.448 0.381
H -2.013 -0.365 0.133
H -1.413 1.112 -1.612
H -1.158 -0.683 2.087
C -0.564 -0.023 1.456
H 0.247 -1.731 -1.112
H 0.045 2.085 1.740
H 0.306 -0.561 1.071
*
```

Values from the calculation:
Highest occupied orbital energy in eV: -4.39
Gap between HOMO and LUMO in eV: 8.21

Atomic partial charges in e from the natural (NBO) method, atoms 1 to 6: 0.459, -1.008, -1.006, 0.439, 0.121, 0.514

***

Relative stability in kJ/mol, measured from the most stable structure: one 0.0; two 635.7; three 65.3

***

--- one ---
This record from OMol25 describes a cluster of 4 separate species, CH10NO4 in total. The level of theory is ωB97M-V with the def2-TZVPD basis set.

ORCA input file:
```
! wB97M-V def2-TZVPD RIJCOSX def2/J DEFGRID3
* xyz -1 1
H 1.434 2.694 0.893
C 0.705 2.395 0.057
H -0.608 -0.814 2.662
H -1.426 1.044 -0.243
H 1.343 2.119 -1.727
H -0.143 3.022 0.143
O -0.719 0.101 3.069
O -0.041 -6.552 -1.411
H -0.404 -5.815 -1.995
N 1.563 2.889 -1.118
H 0.155 0.442 2.928
O -2.365 0.740 -0.370
O 0.493 1.057 -0.144
H 2.570 2.575 -0.996
H -2.216 0.497 -1.281
H -0.342 -6.395 -0.466
*
```

Values from the calculation:
Highest occupied orbital energy in eV: -3.23
Gap between HOMO and LUMO in eV: 6.03

Atomic partial charges in e from the natural (NBO) method, atoms 1 to 6: 0.051, 0.116, 0.465, 0.514, 0.348, 0.105

***

--- two ---
This record from OMol25 describes a cluster of 4 separate species, CH10NO4 in total. The level of theory is ωB97M-V with the def2-TZVPD basis set.

ORCA input file:
```
! wB97M-V def2-TZVPD RIJCOSX def2/J DEFGRID3
* xyz -1 1
C -1.034 -0.218 -1.155
H -1.123 1.110 1.044
H -0.084 -2.010 -1.048
H 0.284 -0.981 0.951
H -2.042 -0.573 -1.425
N -0.064 -1.206 -1.677
H 1.250 0.666 -0.572
H -1.013 2.686 1.273
O 2.170 0.396 -0.484
H 2.214 -0.052 0.372
H 0.574 -0.450 2.349
H 0.884 -0.873 -1.484
O -1.216 1.874 1.782
H -0.875 0.679 -1.805
O 0.922 -1.086 1.710
O -0.846 0.037 0.171
*
```

Values from the calculation:
Highest occupied orbital energy in eV: -4.55
Gap between HOMO and LUMO in eV: 8.76

Atomic partial charges in e from the natural (NBO) method, atoms 1 to 6: 0.120, 0.509, 0.329, 0.509, 0.108, -0.892

***

Relative stability in kJ/mol, measured from the most stable structure: one 168.3; two 0.0

***

--- one ---
This record from OMol25 describes a structure of composition C28H16F10LaN6OS2. The level of theory is ωB97M-V with the def2-TZVPD basis set.

ORCA input file:
```
! wB97M-V def2-TZVPD RIJCOSX def2/J DEFGRID3
* xyz 1 1
N -5.566 -2.556 0.926
C 1.863 6.039 0.218
C 4.847 1.433 0.560
C -7.644 -3.902 1.388
H -1.257 -0.467 -2.335
C -7.432 -4.633 -1.361
La 0.923 1.139 0.085
C 2.348 -3.357 -0.553
N 5.745 1.762 -0.373
O 2.628 1.503 -1.939
H -5.035 -3.174 -2.157
F -2.213 5.876 0.055
F 0.734 -1.701 -0.167
F 5.488 -3.966 1.090
C -0.885 5.897 0.113
H 7.592 1.288 0.510
H 7.676 1.963 -1.107
C -2.110 -0.122 0.794
N -5.397 -3.122 -1.222
C -3.681 -1.571 -0.261
H 7.316 3.030 0.259
C 7.158 2.033 -0.155
N 5.115 1.207 1.832
C 4.313 -3.420 0.796
C 1.921 -2.275 0.188
H 4.373 0.780 2.381
H -7.719 -3.620 2.430
C 3.560 -3.941 -0.241
N -1.398 0.030 -0.335
H 5.112 2.946 -2.034
C -1.834 -0.602 -1.427
C -4.880 -2.410 -0.171
F -0.958 8.232 -0.150
C 2.629 -1.730 1.250
H -3.776 -1.016 1.810
C -6.514 -3.778 -0.751
F 4.621 -1.872 2.506
C -3.232 -0.909 0.881
F 3.197 6.077 0.262
S -1.008 3.164 0.406
C -2.960 -1.396 -1.438
C -0.249 7.120 0.007
C 5.056 1.926 -1.649
N 3.592 1.326 0.079
C -6.603 -3.410 0.594
C 1.131 7.196 0.056
H 6.053 1.219 2.191
C 3.648 1.573 -1.231
C -0.178 4.709 0.276
F 1.959 3.724 0.487
C -8.448 -5.109 -0.562
F 4.009 -4.972 -0.942
F 1.617 -3.819 -1.565
C 3.851 -2.336 1.517
F 1.747 8.366 -0.056
H -9.186 -5.777 -0.987
C 1.193 4.842 0.325
C -8.554 -4.748 0.796
H -9.373 -5.149 1.381
H -7.355 -4.913 -2.404
H 5.432 1.240 -2.409
H -1.760 0.418 1.668
H -3.255 -1.868 -2.366
S 2.008 -0.412 2.232
*
```

Values from the calculation:
Highest occupied orbital energy in eV: -10.60
Gap between HOMO and LUMO in eV: 7.64

Atomic partial charges in e from the natural (NBO) method, atoms 1 to 6: -0.413, 0.310, 0.670, -0.173, 0.206, -0.263

***

--- two ---
This record from OMol25 describes a structure of composition C28H16F10LaN6OS2. The level of theory is ωB97M-V with the def2-TZVPD basis set.

ORCA input file:
```
! wB97M-V def2-TZVPD RIJCOSX def2/J DEFGRID3
* xyz 1 1
F -1.448 -2.916 2.066
H 3.803 -2.634 2.775
F -3.335 -6.398 -0.507
C -6.028 -3.011 -1.753
S -1.622 -3.963 -0.767
C 4.821 7.604 -3.806
N 1.003 -1.265 1.814
N 0.634 0.522 -0.913
H 3.964 -1.103 4.510
C -3.704 -6.319 1.787
F -2.547 -3.964 4.273
F -4.073 -6.229 4.111
H 2.926 -2.314 5.316
C -3.970 -1.083 -1.704
F -5.569 -3.502 0.507
F -3.598 -1.681 0.559
H 4.891 5.878 -5.085
C -2.338 -4.632 0.692
C 1.951 2.847 -1.712
C 0.431 1.691 -0.283
C 3.631 7.428 -1.695
N 2.610 5.156 -1.330
C -5.725 -2.273 -2.885
H 0.852 0.628 4.279
La -1.004 -1.316 -0.001
H 2.844 1.554 -3.204
C 2.050 -1.596 2.604
H 3.283 7.849 -0.762
C 3.795 5.564 -3.236
H 2.762 -0.594 5.689
C -3.519 -5.715 3.021
N 1.972 -1.132 3.849
C -2.747 -4.571 3.102
C -4.712 -1.330 -2.854
C -3.120 -5.784 0.652
N 3.072 -2.318 2.162
F -6.989 -3.924 -1.783
H 3.416 3.612 -4.004
F -4.455 -0.656 -3.971
F -6.410 -2.482 -4.003
O -0.940 -0.149 2.213
H 5.399 8.219 -4.483
H 3.046 -2.677 1.224
H -0.285 1.688 0.533
C 3.336 6.103 -2.031
N 3.337 4.261 -3.242
C 4.372 8.162 -2.592
F -4.445 -7.415 1.703
C -2.190 -4.072 1.946
C 4.544 6.301 -4.153
C 2.160 1.640 -2.371
H 4.619 9.191 -2.367
C -5.314 -2.790 -0.590
H 0.045 -0.898 4.715
C -4.319 -1.839 -0.599
H 0.871 3.784 -0.112
C 1.062 2.860 -0.639
C 2.623 4.095 -2.085
H 1.627 -0.431 -2.454
C 0.714 -0.417 3.998
S -2.664 0.114 -1.684
C 0.158 -0.564 2.606
C 2.965 -1.309 4.896
C 1.484 0.515 -1.944
*
```

Values from the calculation:
Highest occupied orbital energy in eV: -10.46
Gap between HOMO and LUMO in eV: 7.30

Atomic partial charges in e from the natural (NBO) method, atoms 1 to 6: -0.351, 0.423, -0.279, 0.276, -0.381, -0.185

***

Relative stability in kJ/mol, measured from the most stable structure: one 0.0; two 5.7

***

--- one ---
This record from OMol25 describes the ion C3H10N with charge +1. The level of theory is ωB97M-V with the def2-TZVPD basis set.

ORCA input file:
```
! wB97M-V def2-TZVPD RIJCOSX def2/J DEFGRID3
* xyz 1 1
H -1.402 2.053 0.379
H -0.982 -0.555 -1.095
H 1.292 -0.126 -0.964
C -1.209 1.461 -0.515
H -1.243 -0.380 0.679
H 2.107 -1.540 0.699
N 1.107 -1.341 0.647
H -0.383 1.965 -1.025
C 0.749 -0.005 -0.039
H 1.136 0.789 0.591
H -2.057 1.538 -1.186
C -0.761 0.031 -0.205
H 0.685 -2.153 0.181
H 0.749 -1.364 1.605
*
```

Values from the calculation:
Highest occupied orbital energy in eV: -16.38
Gap between HOMO and LUMO in eV: 12.51

Atomic partial charges in e from the natural (NBO) method, atoms 1 to 6: 0.229, 0.226, 0.227, -0.609, 0.214, 0.444

***

--- two ---
This record from OMol25 describes the ion C3H10N with charge +1. The level of theory is ωB97M-V with the def2-TZVPD basis set.

ORCA input file:
```
! wB97M-V def2-TZVPD RIJCOSX def2/J DEFGRID3
* xyz 1 1
N -1.829 -0.210 0.000
H -2.049 -0.896 0.860
H -2.799 0.290 -0.195
H 2.043 0.586 -0.999
H 2.001 0.951 0.739
H -0.525 1.282 -0.755
H -0.647 1.398 0.837
H 0.554 -1.240 0.896
H -1.779 -0.693 -0.932
H 0.486 -1.112 -0.777
C 1.960 0.217 0.013
C 0.695 -0.589 0.084
H 2.585 -0.647 0.119
C -0.694 0.663 0.108
*
```

Values from the calculation:
Highest occupied orbital energy in eV: -15.04
Gap between HOMO and LUMO in eV: 10.93

Atomic partial charges in e from the natural (NBO) method, atoms 1 to 6: -0.710, 0.476, 0.446, 0.221, 0.224, 0.228

***

Relative stability in kJ/mol, measured from the most stable structure: one 0.0; two 197.5